[1]
Density functional theory data (the ωB97M-V functional and the def2-TZVPD basis) for one molecule with the formula C24H24N4O2S.

```
55
Properties=species:S:1:pos:R:3
C 0.828 7.845 2.201
C -0.101 6.757 1.758
C -0.650 5.873 2.681
C -1.526 4.882 2.273
C -1.851 4.775 0.936
S -2.994 3.516 0.392
O -3.251 2.609 1.472
O -4.104 4.148 -0.258
N -2.145 2.769 -0.851
C -1.277 1.697 -0.624
C -0.491 1.707 0.537
C 0.399 0.688 0.813
C 0.498 -0.339 -0.109
C -0.277 -0.352 -1.294
C -1.179 0.671 -1.551
N 0.025 -1.472 -2.026
C 0.926 -2.108 -1.330
N 1.251 -1.487 -0.162
C 2.239 -1.966 0.762
C 2.452 -3.460 0.515
N 2.732 -3.655 -0.894
C 3.390 -4.916 -1.213
C 2.567 -6.144 -0.907
C 2.607 -6.730 0.352
C 1.804 -7.816 0.653
C 0.945 -8.330 -0.303
C 0.903 -7.761 -1.564
C 1.709 -6.676 -1.864
C 1.546 -3.410 -1.694
C -1.323 5.644 0.001
C -0.448 6.631 0.415
H 1.588 8.036 1.447
H 1.313 7.586 3.138
H 0.268 8.768 2.353
H -0.391 5.963 3.726
H -1.963 4.184 2.971
H -2.711 2.688 -1.683
H -0.601 2.526 1.227
H 0.993 0.702 1.714
H -1.781 0.662 -2.445
H 1.899 -1.787 1.787
H 3.183 -1.430 0.603
H 3.309 -3.798 1.099
H 1.559 -4.020 0.845
H 4.326 -4.941 -0.648
H 3.633 -4.886 -2.279
H 3.282 -6.340 1.102
H 1.849 -8.262 1.636
H 0.316 -9.176 -0.068
H 0.241 -8.162 -2.318
H 1.680 -6.244 -2.854
H 1.823 -3.390 -2.751
H 0.781 -4.199 -1.562
H -1.606 5.537 -1.034
H -0.028 7.315 -0.308
```

The relative energy (zero: lowest compared OMol25 entry of this formula, charge and spin) is 0.751 eV. For the frontier orbital gap, the calculation gives 8.598 eV. The calculation puts the total energy at -46168.6489 eV. The calculation puts the highest occupied orbital energy at -7.948 eV.

***

[2]
Density functional theory data (the ωB97M-V functional and the def2-TZVPD basis) for one molecule with the formula C24H24N4O3.

```
55
Properties=species:S:1:pos:R:3
C -3.609 0.941 -4.582
C -3.257 0.170 -3.316
C -3.427 1.040 -2.061
C -3.304 0.214 -0.776
C -2.708 0.973 0.364
C -2.283 0.537 1.586
C -1.814 1.680 2.278
C -1.984 2.724 1.426
O -2.523 2.305 0.267
N -1.875 -0.263 -3.380
C -1.455 -1.473 -2.983
O -2.166 -2.439 -2.802
C 0.068 -1.515 -2.745
N 0.397 -0.767 -1.541
N 0.502 -1.506 -0.439
C 0.778 -0.972 0.701
C 0.866 -1.911 1.868
C 2.266 -1.998 2.414
C 2.516 -1.983 3.781
C 3.828 -2.071 4.221
N 4.865 -2.167 3.409
C 4.628 -2.187 2.108
C 3.359 -2.108 1.561
C 1.014 0.441 0.842
C 1.367 1.068 2.043
C 1.575 2.427 2.079
C 1.429 3.201 0.928
C 1.084 2.605 -0.262
C 0.883 1.225 -0.319
C 0.534 0.600 -1.589
O 0.372 1.210 -2.641
H -4.654 1.239 -4.564
H -2.992 1.834 -4.661
H -3.439 0.321 -5.458
H -3.871 -0.733 -3.237
H -2.652 1.810 -2.077
H -4.393 1.545 -2.089
H -2.680 -0.666 -0.952
H -4.288 -0.162 -0.481
H -2.310 -0.472 1.943
H -1.412 1.716 3.270
H -1.770 3.770 1.517
H -1.182 0.480 -3.443
H 0.597 -1.069 -3.590
H 0.375 -2.548 -2.585
H 0.179 -1.589 2.654
H 0.555 -2.898 1.518
H 1.706 -1.906 4.491
H 4.061 -2.062 5.278
H 5.503 -2.271 1.476
H 3.217 -2.134 0.491
H 1.484 0.481 2.940
H 1.852 2.902 3.008
H 1.590 4.267 0.975
H 0.967 3.175 -1.171
```

The relative energy (zero: lowest compared OMol25 entry of this formula, charge and spin) is 0.502 eV. For the frontier orbital gap, the calculation gives 8.524 eV. The calculation puts the total energy at -37381.0790 eV. The calculation puts the highest occupied orbital energy at -8.449 eV.

***

[3]
Density functional theory data (the ωB97M-V functional and the def2-TZVPD basis) for C24H24N4O8S3SiV as an isolated structure.

```
65
Properties=species:S:1:pos:R:3
V 0.215 0.899 0.258
C -3.234 -5.111 0.656
Si -2.265 -3.741 -0.223
C -3.312 -2.870 -1.557
C -0.650 -4.481 -0.897
C -1.993 -2.317 1.026
C -2.909 -1.986 2.014
C -2.843 -0.762 2.678
C -1.866 0.150 2.326
N -0.951 -0.173 1.415
C -1.006 -1.364 0.809
S 0.356 -1.412 -0.242
H -3.433 -5.911 -0.048
H -4.191 -4.775 1.036
H -2.676 -5.536 1.483
H -3.482 -3.529 -2.402
H -2.836 -1.965 -1.925
H -4.287 -2.589 -1.167
H -0.886 -5.245 -1.633
H -0.075 -4.958 -0.109
H -0.010 -3.745 -1.370
H -3.684 -2.688 2.278
H -3.571 -0.498 3.428
H -1.806 1.136 2.773
O 3.492 2.628 5.280
C 2.820 2.658 4.293
C 1.498 3.430 4.111
O 1.120 4.365 4.745
C 0.792 2.759 2.928
C 1.755 1.839 2.349
O 1.345 1.179 1.344
C 3.035 1.842 3.020
O 4.052 1.300 2.629
O -0.345 2.852 2.512
S 1.928 0.968 -1.507
C 3.024 -0.275 -0.940
N 3.126 -1.392 -1.639
C 3.951 -2.507 -1.209
C 4.016 -2.497 0.318
C 4.521 -1.136 0.779
N 3.733 -0.092 0.151
H 2.521 -1.497 -2.440
H 4.955 -2.411 -1.636
H 3.494 -3.427 -1.572
H 4.679 -3.281 0.678
H 3.011 -2.669 0.713
H 5.574 -0.996 0.517
H 4.429 -1.020 1.861
H 3.728 0.800 0.639
O 0.247 5.035 -0.020
S 0.329 4.093 -1.081
O 1.575 3.934 -1.761
N -0.112 2.567 -0.535
C -1.135 2.073 -1.210
O -1.425 0.878 -1.010
C -1.759 2.997 -2.158
C -2.895 2.793 -2.934
C -3.286 3.818 -3.783
C -2.568 5.005 -3.847
C -1.428 5.204 -3.070
C -1.049 4.191 -2.224
H -3.444 1.866 -2.864
H -4.161 3.695 -4.403
H -2.902 5.788 -4.508
H -0.851 6.112 -3.123
```

For the frontier orbital gap (spin up / spin down), the calculation gives 6.437 / 6.433 eV. The calculation puts the total energy at -113682.9382 eV. Its charge is +1. The calculation puts the highest occupied orbital energy (spin up / spin down) at -11.479 / -11.479 eV.

***

[4]
Density functional theory data (the ωB97M-V functional and the def2-TZVPD basis) for a 2-piece molecular cluster, C24H24N4OS overall.

```
54
Properties=species:S:1:pos:R:3
C 2.688 -1.769 -2.792
N 2.108 -1.308 -1.555
C 2.840 -1.170 -0.410
O 4.021 -1.488 -0.278
C 1.903 -0.592 0.655
C 2.365 0.774 1.176
C 3.712 0.709 1.866
C 4.797 1.442 1.372
C 6.064 1.291 1.942
C 6.229 0.449 3.052
C 5.138 -0.261 3.570
C 3.876 -0.121 2.982
N 0.614 -0.557 -0.048
C -0.502 -0.119 0.565
C -1.723 -0.050 -0.090
C -2.912 0.418 0.441
C -4.153 0.434 -0.277
C -5.353 0.862 0.359
C -6.559 0.894 -0.323
C -6.618 0.520 -1.677
C -7.853 0.576 -2.411
N -8.845 0.617 -3.034
C -5.453 0.096 -2.325
C -4.245 0.038 -1.644
C 0.696 -0.972 -1.463
C 0.378 0.160 -2.458
C -0.140 -2.219 -1.820
H 3.753 -1.953 -2.652
H 2.194 -2.690 -3.117
H 2.547 -1.012 -3.571
H 1.867 -1.306 1.500
H 2.403 1.485 0.333
H 1.597 1.125 1.880
H 4.643 2.100 0.512
H 6.917 1.827 1.520
H 7.214 0.332 3.501
H 5.263 -0.928 4.428
H 3.015 -0.673 3.367
H -0.403 0.189 1.614
H -1.717 -0.386 -1.120
H -2.905 0.827 1.454
H -5.295 1.177 1.403
H -7.474 1.214 0.177
H -5.511 -0.186 -3.378
H -3.361 -0.308 -2.182
H 1.085 0.991 -2.326
H 0.466 -0.235 -3.478
H -0.637 0.546 -2.335
H 0.201 -3.086 -1.238
H -1.208 -2.077 -1.638
H -0.010 -2.430 -2.890
N -3.096 2.224 3.065
C -2.624 2.260 4.160
S -1.995 2.319 5.640
```

The relative energy (zero: lowest compared OMol25 entry of this formula, charge and spin) is 3.624 eV. For the frontier orbital gap, the calculation gives 3.634 eV. The calculation puts the total energy at -44118.6941 eV. The calculation puts the highest occupied orbital energy at -6.416 eV.

***

[5]
Density functional theory data (the ωB97M-V functional and the def2-TZVPD basis) for C24H24N5OPdSbSe5 as an isolated structure.

```
61
Properties=species:S:1:pos:R:3
Pd -0.401 0.521 0.288
Se -0.921 1.037 5.770
Sb -2.209 0.893 3.653
Se -0.870 2.345 1.912
Se -1.585 -0.960 2.010
Se -3.043 3.072 2.448
Se 7.602 -1.034 -0.126
N 6.469 -0.756 1.230
C 5.297 -0.517 0.712
C 4.105 -0.258 1.504
C 4.104 -0.260 2.900
C 2.918 -0.052 3.563
C 1.753 0.132 2.818
N 1.740 0.143 1.490
C 2.896 -0.027 0.838
C 2.834 -0.002 -0.618
N 1.648 0.271 -1.150
C 1.503 0.273 -2.463
C 2.562 -0.015 -3.325
C 3.801 -0.286 -2.791
C 3.959 -0.274 -1.406
C 5.224 -0.537 -0.739
N 6.338 -0.788 -1.368
H 5.033 -0.438 3.426
H 2.844 -0.038 4.642
H 0.807 0.258 3.329
H 0.501 0.493 -2.815
H 2.399 -0.023 -4.395
H 4.656 -0.512 -3.415
O -1.138 1.946 -1.069
C 2.651 -3.686 0.825
C 1.691 -3.594 -0.336
C 1.718 -4.567 -1.345
C 0.781 -4.473 -2.365
C 0.758 -5.511 -3.463
C -0.146 -3.441 -2.406
C -0.200 -2.394 -1.425
C 0.774 -2.569 -0.383
N -0.981 -1.309 -1.367
C -2.220 -1.059 -2.123
C -3.260 -0.520 -1.133
C -1.980 0.015 -3.189
C -2.914 -2.235 -2.839
H 3.282 -4.575 0.747
H 2.117 -3.727 1.778
H 3.312 -2.817 0.869
H 2.435 -5.382 -1.318
H 1.537 -6.261 -3.313
H 0.914 -5.054 -4.445
H -0.206 -6.027 -3.499
H -0.821 -3.458 -3.241
H 0.724 -1.880 0.452
H -2.880 0.373 -0.637
H -3.472 -1.272 -0.371
H -4.188 -0.263 -1.656
H -1.678 0.958 -2.715
H -2.903 0.204 -3.750
H -1.224 -0.321 -3.908
H -3.071 -3.078 -2.164
H -2.367 -2.570 -3.718
H -3.891 -1.888 -3.188
```

The relative energy (zero: lowest compared OMol25 entry of this formula, charge and spin) is 0.000 eV. Its spin multiplicity is 5. For the frontier orbital gap (spin up / spin down), the calculation gives 4.199 / 4.231 eV. The calculation puts the total energy at -371524.1352 eV. Its charge is -2. The calculation puts the highest occupied orbital energy (spin up / spin down) at -0.999 / -1.033 eV.

***

[6]
Density functional theory data (the ωB97M-V functional and the def2-TZVPD basis) for one molecule with the formula C24H24N6O3.

```
57
Properties=species:S:1:pos:R:3
C -0.603 4.744 1.135
C 0.551 4.255 0.318
C 1.816 4.817 0.434
C 2.870 4.351 -0.333
C 2.679 3.308 -1.220
C 1.419 2.727 -1.326
N 1.210 1.671 -2.258
C 0.269 1.937 -3.339
C -1.129 1.396 -2.977
O -2.047 2.125 -2.665
N -1.197 0.060 -3.051
C -2.330 -0.701 -2.576
C -1.969 -1.652 -1.460
C -2.788 -1.760 -0.344
C -2.506 -2.677 0.652
C -1.390 -3.489 0.553
C -0.550 -3.367 -0.541
C -0.842 -2.461 -1.546
C 1.740 0.444 -2.150
O 1.585 -0.425 -2.994
C 2.487 0.132 -0.850
N 1.497 -0.226 0.125
N 0.338 0.373 0.238
N -0.288 -0.182 1.210
C 0.524 -1.148 1.690
C 0.213 -2.027 2.774
C 0.944 -3.058 3.308
C 0.145 -3.610 4.329
C -1.012 -2.880 4.350
C -2.227 -2.990 5.200
O -0.972 -1.919 3.412
N 1.668 -1.186 1.006
C 0.360 3.206 -0.573
H -1.447 4.979 0.490
H -0.335 5.629 1.707
H -0.923 3.964 1.824
H 1.978 5.632 1.124
H 3.845 4.807 -0.245
H 3.492 2.952 -1.837
H 0.633 1.449 -4.247
H 0.207 3.015 -3.489
H -0.356 -0.454 -3.283
H -3.080 0.018 -2.238
H -2.748 -1.276 -3.414
H -3.655 -1.123 -0.258
H -3.156 -2.752 1.511
H -1.169 -4.212 1.325
H 0.334 -3.984 -0.615
H -0.180 -2.390 -2.397
H 3.071 0.982 -0.490
H 3.132 -0.736 -1.000
H 1.920 -3.367 2.994
H 0.392 -4.436 4.964
H -2.095 -3.782 5.931
H -3.099 -3.212 4.586
H -2.414 -2.050 5.716
H -0.615 2.759 -0.677
```

The relative energy (zero: lowest compared OMol25 entry of this formula, charge and spin) is 0.036 eV. For the frontier orbital gap, the calculation gives 8.891 eV. The calculation puts the total energy at -40360.5165 eV. The calculation puts the highest occupied orbital energy at -8.180 eV.

***

Q: Which formula does entry 2 have?
A: C24H24N4O3